Record 1
3 unconnected molecules or ions with the total composition C13H33BN2O8S, computed with ωB97M-V/def2-TZVPD.

The geometry in XYZ format:
```
58
Properties=species:S:1:pos:R:3:nbo_charge:R:1
S -0.05990 2.22250 -0.40061 1.804
O -3.12223 -5.00352 -5.11607 -0.550
O -2.89420 -2.59974 -3.43263 -0.556
O -0.16728 1.45598 -1.64725 -0.938
O 3.22845 2.23146 3.61591 -0.564
O -0.61643 0.17463 2.15274 -0.891
O 1.16978 1.57769 0.42754 -0.733
O -1.34222 1.71889 0.49062 -0.931
O 3.60659 4.86120 2.34621 -0.550
N -2.75365 -0.26294 0.98184 -0.768
N 4.08767 0.09191 0.32133 -0.609
C -4.18935 -4.41596 -4.39421 -0.087
C 1.82523 2.42755 3.55256 -0.258
C -1.75593 -2.19338 -4.17022 -0.254
C 3.88401 2.44851 2.37652 -0.093
C 4.54974 3.80456 2.31667 -0.087
C -3.99673 0.49024 1.16939 -0.405
C -2.69896 -0.93253 -0.33308 -0.419
C 2.64852 -0.37175 2.30789 -0.717
C 2.92699 0.01290 0.86967 0.308
C 1.73632 0.32863 -0.03906 -0.137
C 3.47184 5.47140 3.61398 -0.252
C -4.01465 -2.92214 -4.23713 -0.087
C -2.16380 -5.64654 -4.29951 -0.253
B -1.54822 0.53715 1.20999 1.276
H -0.91794 -2.15910 -3.47598 0.191
H 4.65231 1.67641 2.26450 0.173
H 1.71735 0.08602 2.66653 0.241
H 5.26103 3.90501 3.14354 0.171
H -1.86674 -0.56800 -0.95254 0.204
H 3.31587 4.73152 4.40319 0.177
H 1.33538 1.61703 3.00944 0.182
H 5.10660 3.88289 1.37823 0.187
H -2.59430 -2.02192 -0.21520 0.199
H 3.17820 2.34617 1.54718 0.194
H 0.97985 -0.46487 0.01291 0.194
H -4.90417 -2.51272 -3.74817 0.182
H 2.60557 6.12874 3.56408 0.190
H -0.93387 -0.60874 2.60385 0.505
H -1.52807 -2.89563 -4.97574 0.178
H -2.56631 -6.57292 -3.87501 0.166
H 3.46844 -0.03414 2.95685 0.242
H -1.82824 -4.99896 -3.48548 0.177
H -4.28565 -4.88127 -3.40746 0.172
H 2.09454 0.44043 -1.06638 0.228
H -3.92448 -2.45457 -5.22288 0.176
H -5.11178 -4.60753 -4.95048 0.184
H -1.31423 -5.89243 -4.93385 0.191
H -1.89844 -1.19382 -4.59391 0.172
H -3.62595 -0.76290 -0.90087 0.203
H 2.56944 -1.46380 2.39210 0.234
H 1.57647 3.37917 3.07590 0.180
H 4.82479 -0.14513 0.98736 0.331
H -4.85519 -0.17766 1.01004 0.199
H -4.05664 0.87082 2.19812 0.199
H 1.45462 2.43502 4.57684 0.186
H 4.35548 6.07155 3.85838 0.166
H -4.09552 1.33863 0.47185 0.179
```

HOMO level = -8.98 eV

=====

Record 2
A molecular structure, C13H33ClIN2O2P2Pd, computed with ωB97M-V/def2-TZVPD.

The geometry in XYZ format:
```
55
Properties=species:S:1:pos:R:3:lowdin_spin:R:1
I -0.10362 -0.77035 1.75142 0.907
Pd -0.00182 -1.25321 -0.94736 0.834
Cl -0.19767 -1.50839 -3.24906 0.295
P -2.29254 -0.56090 -0.79858 0.167
P 2.19068 -0.63148 -0.65489 0.187
O 1.08468 1.66602 3.85378 -0.006
O -0.28099 2.22453 0.58842 0.103
N 1.11839 -0.10828 5.32706 0.482
N -0.88782 0.99888 4.87531 0.223
C 2.79885 0.63506 0.51162 0.050
C -0.16952 1.80943 -0.49974 0.140
C 2.48284 -0.33200 4.92507 0.057
C -3.10948 -0.22436 -2.38495 0.019
C 0.88238 -0.21987 6.75628 0.054
C 0.47419 0.92468 4.61911 0.018
C 3.00151 -2.15999 -0.07623 0.038
C -3.11068 0.68724 0.29786 0.033
C 3.05438 -0.28358 -2.22069 0.029
C -0.05084 2.12357 -1.88345 0.041
C -1.60331 2.12133 4.31470 0.032
C -1.65327 -0.20983 5.13266 0.031
C -3.14817 -2.07897 -0.28050 0.034
H 3.03607 0.80236 -2.39374 0.000
H -1.88068 2.82257 5.11892 0.016
H 2.50867 -0.46252 3.83326 0.008
H -0.96978 -1.07648 5.24665 0.005
H -0.97959 1.86154 -2.42283 0.000
H -2.81153 -2.87900 -0.94571 0.001
H -2.37471 -0.40731 4.31229 0.015
H 2.85008 -1.24837 5.39888 0.008
H 4.08964 -2.04280 -0.17957 0.009
H -2.71492 0.54364 1.31765 0.000
H -2.20261 -0.08393 6.07647 0.005
H 3.82206 0.34441 0.80190 0.007
H 2.19544 0.72463 1.42610 0.018
H -2.88816 -2.31612 0.75558 0.006
H 2.72508 -2.33166 0.97445 -0.001
H 3.12956 0.51160 5.22765 0.032
H 4.09535 -0.62909 -2.11433 0.007
H 0.76091 1.54641 -2.35844 0.002
H 2.56936 -0.80487 -3.06044 0.002
H 1.69803 0.24200 7.35499 0.029
H -0.08838 0.24747 6.99726 0.002
H -4.23346 -1.96690 -0.37356 0.007
H 2.83209 1.62355 0.04146 0.001
H -2.54241 1.78501 3.85781 0.004
H -4.13326 -0.61130 -2.37601 0.004
H -3.10709 0.84716 -2.59250 0.000
H 0.85009 -1.29652 7.00055 0.019
H -4.21096 0.48953 0.29156 0.007
H 0.16428 3.21125 -2.01292 0.011
H -2.91128 1.72440 -0.02702 0.000
H 2.67274 -3.00726 -0.69765 0.002
H -2.51618 -0.75394 -3.14116 0.001
H -0.96294 2.62731 3.58350 0.005
```

energy above the lowest of the compared OMol25 structures with the same formula, charge and spin = 0.0 kJ/mol
total charge = +3
HOMO level (spin up / spin down) = -16.75 / -18.41 eV
multiplicity = 5

=====

Record 3
A molecular structure, C13H33N2O3Si4Tb, computed with ωB97M-V/def2-TZVPD.

The geometry in XYZ format:
```
56
Properties=species:S:1:pos:R:3:lowdin_spin:R:1
Tb 1.27096 1.07054 -1.42498 6.289
Si 0.49726 -0.38359 2.26006 -0.025
Si -1.72386 -1.99898 -0.53420 -0.034
Si -2.29881 1.75327 0.51711 -0.025
Si -0.74018 -0.01727 0.26986 -0.169
O 4.59980 0.35467 -3.08643 -0.002
O 1.92273 2.95409 -0.51112 -0.002
O 2.28789 2.64028 -2.63750 -0.001
N 3.57088 0.74544 -1.04013 -0.007
N 1.92335 -0.99338 -3.05101 0.002
C 4.06603 2.14670 -1.09006 0.000
C 3.13922 -1.30638 -2.24785 0.001
C -2.95020 2.07215 -1.24312 0.000
C -3.75972 1.59003 1.70546 -0.009
C 3.88642 0.03625 -2.13926 0.001
C -2.28192 -1.64556 -2.31966 -0.001
C 1.36611 1.24968 2.68067 0.001
C -3.19570 -2.69314 0.42861 -0.012
C 2.74391 2.77994 -1.46797 0.011
C -0.46125 -1.00102 3.77002 -0.010
C -1.33086 3.30677 1.00944 0.000
C -0.41141 -3.37059 -0.63598 -0.001
C 1.90929 -1.59015 1.86625 0.000
H -3.59226 -3.59206 -0.04880 -0.002
H -2.10636 2.15437 -1.93511 0.000
H -1.92158 4.21410 0.86106 0.000
H -1.26407 -0.30803 4.03127 0.000
H 4.84777 2.26949 -1.83425 0.000
H 2.26208 -0.63855 -3.94299 0.000
H 1.77743 1.69863 1.77359 0.000
H 2.83895 -1.69125 -1.27223 0.000
H -3.40914 1.45941 2.73138 0.000
H 3.78977 -2.02353 -2.74747 0.000
H -0.91553 -1.97562 3.57761 0.000
H 2.52921 -1.78535 2.74425 0.000
H -2.44561 -2.55987 -2.89456 0.000
H 2.19793 1.09582 3.37214 0.000
H -1.02933 3.27795 2.05861 0.000
H -0.17557 -3.76383 0.35528 0.000
H 2.55364 -1.14291 1.10274 0.000
H 0.51785 -2.98345 -1.06451 -0.001
H 1.40793 -1.83932 -3.26219 0.000
H 0.19191 -1.10147 4.63945 -0.001
H -3.21054 -1.07084 -2.33419 0.000
H -4.37820 2.48968 1.67636 -0.001
H -0.74570 -4.20591 -1.25502 0.000
H 1.55213 -2.55220 1.49162 0.000
H -4.00726 -1.96496 0.49464 0.000
H -4.39511 0.73731 1.45733 0.000
H -2.90801 -2.95742 1.44874 0.000
H 0.68901 1.97826 3.13077 0.000
H -1.52190 -1.05610 -2.84049 -0.001
H -3.58895 1.26022 -1.59782 0.000
H -0.42243 3.40787 0.41423 0.000
H 4.37453 2.46979 -0.09990 0.000
H -3.52253 3.00001 -1.30978 0.000
```

HOMO level (spin up / spin down) = -8.07 / -7.87 eV
multiplicity = 7

=====

Record 4
4 unconnected molecules or ions with the total composition C13H33NO5P, computed with ωB97M-V/def2-TZVPD.

The geometry in XYZ format:
```
53
Properties=species:S:1:pos:R:3:nbo_charge:R:1
P 2.41589 1.95642 -0.90234 1.189
O 4.00298 3.97584 6.80600 -0.547
O -3.16420 -3.08033 -4.51318 -0.532
O 3.06476 3.14703 1.32718 -0.746
O -0.40802 -1.52271 0.25716 -0.516
O 4.11533 1.17435 0.97412 -0.744
N 0.83841 1.82883 -0.81584 -1.347
C 3.34259 2.10480 0.70671 0.513
C 4.28415 2.96211 4.56560 -0.651
C -1.27807 -1.67428 -0.84082 -0.063
C -3.66869 -4.00642 -5.45231 -0.062
C 3.59223 2.94270 5.91399 -0.066
C -3.27152 -1.71413 -4.86826 -0.066
C -2.74802 -1.75721 -0.46279 -0.644
C -2.98667 -3.94950 -6.80940 -0.645
C -0.02318 -3.91799 0.66069 -0.644
C 3.80303 5.29175 6.33628 -0.061
C 2.35133 5.63447 6.04308 -0.645
C -0.41506 -2.55645 1.21383 -0.062
C -4.70128 -1.24164 -5.07375 -0.644
H -3.36385 -4.74690 -7.45072 0.210
H -5.17776 -1.73323 -5.92373 0.197
H -4.75359 -3.88816 -5.56337 0.155
H -3.50500 -4.98632 -5.00396 0.185
H 3.81954 2.01253 6.43606 0.175
H 4.04360 3.85352 3.98877 0.222
H -2.66127 -1.49591 -5.75183 0.159
H 0.94996 -3.86027 0.17181 0.215
H 2.79503 3.11329 -1.62871 -0.112
H 3.98028 2.10680 3.96396 0.252
H -3.03525 -0.89283 0.13711 0.215
H -1.39092 -2.61280 1.71413 0.149
H -3.36672 -1.78251 -1.36131 0.208
H 5.36840 2.92682 4.69305 0.195
H 2.97502 0.86550 -1.60236 -0.096
H 4.42267 5.48471 5.45337 0.165
H 1.95301 5.04146 5.22012 0.221
H -0.98684 -2.53807 -1.45204 0.154
H 0.03780 -4.64722 1.46997 0.206
H 2.50452 2.97103 5.78310 0.157
H -4.71733 -0.16773 -5.25808 0.218
H -1.11853 -0.78812 -1.45563 0.191
H 4.17609 5.94021 7.13153 0.171
H -2.97044 -2.65340 0.11951 0.195
H 0.52202 0.97156 -1.24046 0.349
H -2.82923 -1.16145 -4.04004 0.196
H 1.73066 5.44840 6.92167 0.200
H 2.26230 6.68611 5.76772 0.207
H 0.30757 -2.24901 1.96880 0.196
H -1.90909 -4.07444 -6.69808 0.214
H -0.74412 -4.28706 -0.07087 0.197
H -5.30274 -1.45398 -4.18897 0.212
H -3.16180 -3.00016 -7.31651 0.203
```

energy above the lowest of the compared OMol25 structures with the same formula, charge and spin = 0.0 kJ/mol
total charge = -1
HOMO level = -3.85 eV

=====

no.,total energy (Ha),strongest force on any atom (eV Å⁻¹)
1,-1649.565714,1.37
2,-2342.463714,4.03
3,-2832.847489,4.09
4,-1287.396498,1.07